--- i ---
Here is a 2-piece molecular cluster, CHBrClNO2 overall from the OMol25 dataset. Energies are from wB97M-V/def2-TZVPD.

Geometry as ORCA input:
```
! RIJCOSX wB97M-V def2-TZVPD def2/J DEFGRID3
* xyz 0 1
C -0.8906 -0.1561 0.7263
N -0.4061 0.3093 -0.4786
O -1.2834 0.4027 -1.3685
O 0.7328 0.6541 -0.6275
Cl 0.1870 -0.5491 1.9079
Br 3.6631 -0.4256 -1.1731
H -2.0027 -0.2353 1.0134
*
```

Calculated values
- frontier orbital gap (alpha / beta) (eV) = 8.68 / 6.75
- highest occupied orbital energy (alpha / beta) (Ha) = -0.4077 / -0.3680

--- ii ---
Here is a 2-piece molecular cluster, CHBrClNO2 overall from the OMol25 dataset. Energies are from wB97M-V/def2-TZVPD.

Geometry as ORCA input:
```
! RIJCOSX wB97M-V def2-TZVPD def2/J DEFGRID3
* xyz 0 1
C 0.4540 -0.1297 0.5156
N 0.0160 0.3007 -0.7914
O 0.1863 -0.5368 -1.6575
O -0.3468 1.4550 -0.9378
Cl 0.4553 0.9876 1.8256
Br 1.4806 -1.7083 0.4600
H -2.2453 -0.3684 0.5856
*
```

Calculated values
- frontier orbital gap (alpha / beta) (eV) = 9.17 / 8.56
- highest occupied orbital energy (alpha / beta) (Ha) = -0.3553 / -0.4012

i takes first place; second place is 0.0643 hartree up.

--- i ---
Here is one molecule with the formula C3H3NS2 from the OMol25 dataset. Energies are from wB97M-V/def2-TZVPD.

Geometry as ORCA input:
```
! RIJCOSX wB97M-V def2-TZVPD def2/J DEFGRID3
* xyz 0 1
C 1.1013 1.5328 1.6935
C -0.1016 1.1045 1.1780
C -0.0830 0.0327 0.1229
N 2.0944 1.9366 2.1036
S -1.0635 2.6131 3.3264
S -1.5629 1.3778 1.9674
H -0.9367 -0.5195 0.2147
H 0.7489 -0.5670 0.0717
H -0.0368 0.4248 -1.0248
*
```

Calculated values
- frontier orbital gap (alpha / beta) (eV) = 6.87 / 7.02
- highest occupied orbital energy (alpha / beta) (Ha) = -0.3250 / -0.3275

--- ii ---
Here is one molecule with the formula C3H3NS2 from the OMol25 dataset. Energies are from wB97M-V/def2-TZVPD.

Geometry as ORCA input:
```
! RIJCOSX wB97M-V def2-TZVPD def2/J DEFGRID3
* xyz 0 1
C 0.0145 -0.9728 -0.8018
C 0.1689 0.1260 -1.6531
C -0.2751 0.8726 1.3277
N -0.2893 -1.5516 0.1200
S -0.1909 1.5087 -0.1850
S -0.0275 -0.4043 2.3340
H 1.1787 0.2692 -2.1278
H -0.5358 -0.0651 -2.6002
H -0.0435 0.2173 3.5863
*
```

Calculated values
- frontier orbital gap (eV) = 8.56
- highest occupied orbital energy (Ha) = -0.3149

i takes first place; second place is 0.0632 hartree up.

--- i ---
Here is one molecule with the formula C3H3NS2 from the OMol25 dataset. Energies are from wB97M-V/def2-TZVPD.

Geometry as ORCA input:
```
! RIJCOSX wB97M-V def2-TZVPD def2/J DEFGRID3
* xyz 0 1
C -0.8432 -0.6517 1.1699
C 0.0179 0.2291 0.3808
C 0.3785 -0.2875 -0.9778
N -1.7112 -1.2044 1.6925
S 1.2423 1.2858 1.1566
S -0.5971 1.9738 0.4371
H -0.3592 -0.7857 -1.4309
H 1.1006 -0.9813 -0.7335
H 0.7714 0.4220 -1.6947
*
```

Calculated values
- frontier orbital gap (eV) = 8.46
- SMILES = CC1(C#N)SS1
- highest occupied orbital energy (Ha) = -0.3311

--- ii ---
Here is C3H3NS2 as an isolated structure from the OMol25 dataset. Energies are from wB97M-V/def2-TZVPD.

Geometry as ORCA input:
```
! RIJCOSX wB97M-V def2-TZVPD def2/J DEFGRID3
* xyz 0 1
C -0.6485 -0.3547 -0.7132
C 0.8609 0.2121 0.5185
C -0.6404 0.4299 0.5870
N 0.7195 -0.4829 -0.6595
S -1.7295 -0.8743 -1.7836
S 2.1592 0.5858 1.3897
H -0.9654 1.4647 0.5090
H -1.1433 -0.0492 1.4237
H 1.3874 -0.9312 -1.2717
*
```

Calculated values
- frontier orbital gap (eV) = 8.46
- highest occupied orbital energy (Ha) = -0.3268

ii takes first place; second place is 0.0214 hartree up.